# 1
The following is a quantum chemistry calculation of a 2-piece molecular cluster, C11H18N2O7PS overall at a distorted geometry, from OMol25.

Cartesian coordinates (Å):
C (-1.3489, 0.1415, 4.8412)
C (-1.7501, -1.2767, 4.1152)
C (-1.4123, -1.3537, 2.5131)
C (-0.0371, -0.5676, 2.0602)
C (-0.0339, -0.4509, 0.3914)
C (0.7398, 0.8762, -0.1703)
C (1.3413, 0.4587, -1.6717)
C (0.1923, -0.0294, -2.7304)
C (-0.6324, 1.2015, -3.4652)
N (-1.9654, 1.7592, -2.9246)
O (-0.1201, 1.7300, -4.6042)
N (-0.1112, 2.0982, -0.3885)
C (-1.2571, 2.1045, 0.3622)
S (-2.4955, 2.3948, 1.5362)
O (1.9280, 1.0775, 0.6832)
C (2.0120, 2.4483, 1.2076)
O (2.8015, 3.4288, 0.7622)
H (-0.2003, 0.4203, 4.6817)
H (-1.4867, 0.0689, 6.0153)
H (-1.9553, 1.0733, 4.4686)
H (-1.2902, -2.1391, 4.7635)
H (-2.9332, -1.3845, 4.2293)
H (-1.2318, -2.5059, 2.2607)
H (-2.3394, -1.0379, 1.8323)
H (-0.0019, 0.5650, 2.4341)
H (0.8714, -1.2012, 2.4412)
H (-1.1026, -0.6398, -0.0747)
H (0.6208, -1.3862, 0.0405)
H (1.9131, 1.4011, -2.1232)
H (2.1119, -0.4096, -1.5241)
H (-0.5784, -0.8061, -2.3170)
H (0.7703, -0.5879, -3.6136)
H (-1.8477, 2.7392, -2.5858)
H (-2.3201, 1.1354, -2.1648)
H (1.3365, 2.6867, 2.1621)
O (0.8340, -2.6458, -4.7321)
P (2.3626, -2.8064, -4.6888)
O (2.9762, -2.2171, -5.9694)
O (2.7180, -4.2990, -4.5894)
O (2.9220, -2.0642, -3.4640)

Computed properties:
Maximum force (eV/Å): 8.25
Charge: -3
HOMO (eV): 3.75
LUMO (eV): 5.23
Calculated total energy (eV): -49123.5354
HOMO-LUMO gap (eV): 1.47

=====

# 2
The following is a quantum chemistry calculation of C11H18N3O4P as an isolated structure at a distorted geometry, from OMol25.

Cartesian coordinates (Å):
N (-2.4208, -2.8261, -2.5130)
O (1.6845, 1.6475, 1.7622)
N (-1.8582, -2.6633, -1.3827)
O (0.5659, 2.4154, 3.7536)
O (-0.0720, 0.1044, 2.9095)
O (-0.8498, 2.2669, 1.3790)
C (-0.0828, -2.2826, 0.2760)
C (-2.3680, -1.6400, 0.6644)
C (0.4435, -1.6431, 1.3868)
C (-1.8291, -0.8683, 1.6295)
C (-1.3836, -2.2857, -0.1454)
C (-0.4497, -0.7266, 1.9487)
C (-0.2801, 2.7966, 0.1398)
C (-0.3507, 0.1088, -2.6338)
C (-2.2045, 0.7991, -1.4675)
C (-1.2097, 2.4913, -2.9065)
C (-0.0166, 1.5725, -0.8762)
N (-0.9311, 1.2968, -1.9953)
P (0.3806, 1.5616, 2.3627)
H (1.4839, 2.6474, 3.6327)
H (0.5955, -2.7827, -0.5386)
H (-3.4368, -1.5784, 0.5640)
H (1.5496, -1.6103, 1.4962)
H (-2.4997, -0.1821, 2.0310)
H (-1.0266, 3.5348, -0.1840)
H (0.7237, 3.2532, 0.4020)
H (-0.4448, 0.1971, -3.6239)
H (-0.7959, -0.8719, -2.3439)
H (0.6703, 0.0413, -2.3854)
H (-1.9171, 0.4396, -0.4777)
H (-2.6007, -0.0240, -2.0440)
H (-3.0085, 1.5184, -1.4632)
H (-2.0823, 2.9879, -2.4950)
H (-0.3283, 3.2332, -2.9234)
H (-1.3581, 2.2219, -3.8545)
H (0.0234, 0.6599, -0.2735)
H (0.9727, 1.7129, -1.1893)

Computed properties:
Maximum force (eV/Å): 6.53
HOMO (eV): -4.41
LUMO (eV): -0.09
Calculated total energy (eV): -33642.2970
HOMO-LUMO gap (eV): 4.32

=====

# 3
The following is a quantum chemistry calculation of an isolated ion of composition C11H18N3S and charge +1 at a distorted geometry, from OMol25.

Cartesian coordinates (Å):
C (-3.2727, 2.0025, 0.6602)
C (-1.4160, 0.9509, -0.0086)
C (-2.4708, 0.2375, -0.3875)
C (2.2389, 1.5668, -1.0702)
C (2.3701, 1.9763, 0.1806)
C (0.9151, 1.0064, -1.4374)
C (0.2274, 0.6063, -0.0598)
C (-2.6718, -1.0168, -1.1409)
C (1.0577, -0.1528, -2.4668)
C (0.6227, -0.8339, 0.5033)
C (0.1454, -1.1190, 1.9593)
N (-3.5945, 0.9042, 0.0099)
N (-1.8692, 2.0538, 0.7170)
N (1.0813, -0.6092, 2.8841)
S (1.0074, 1.7730, 1.1920)
H (-3.8540, 2.7589, 1.1368)
H (3.0415, 1.7988, -1.7272)
H (3.2065, 2.6877, 0.3795)
H (0.4288, 1.8652, -1.8914)
H (-1.6900, -1.4635, -1.2360)
H (-3.2846, -1.6484, -0.6113)
H (-3.2286, -0.6829, -2.1072)
H (1.3641, -0.9539, -1.8710)
H (1.6495, 0.2529, -3.2854)
H (0.0212, -0.4030, -2.9386)
H (1.6669, -0.8886, 0.4117)
H (0.2371, -1.5693, -0.2078)
H (-0.8965, -0.6625, 2.0185)
H (-0.1489, -2.1311, 2.1781)
H (-1.2935, 2.9026, 0.8305)
H (0.7118, -0.7226, 3.8364)
H (1.2802, 0.4919, 2.6718)
H (2.0981, -1.1795, 2.9362)

Computed properties:
Maximum force (eV/Å): 9.79
Spin multiplicity: 3
Charge: +1
⟨S²⟩: 2.008
HOMO (spin up / spin down) (eV): -8.33 / -11.82
LUMO (spin up / spin down) (eV): -3.43 / -5.44
Calculated total energy (eV): -26991.9551
HOMO-LUMO gap (spin up / spin down) (eV): 4.90 / 6.38

=====

# 4
The following is a quantum chemistry calculation of a 2-piece molecular cluster, C11H18NO2 overall at a distorted geometry, from OMol25.

Cartesian coordinates (Å):
C (2.8777, 0.4324, -2.1760)
O (1.4903, 0.7740, -2.0126)
C (0.6062, -0.1356, -1.6989)
C (-0.7691, 0.1926, -1.8833)
C (-1.6972, -0.8616, -2.0566)
C (-3.0368, -0.5636, -2.2777)
C (-3.4620, 0.7738, -2.3287)
C (-2.5338, 1.8210, -2.2001)
C (-1.1923, 1.5484, -1.9881)
H (3.4076, 1.3861, -2.1943)
H (3.2301, -0.1954, -1.3471)
H (3.0203, -0.0919, -3.1276)
H (0.9301, -1.1625, -1.4772)
H (-1.3130, -1.8837, -2.0367)
H (-3.7631, -1.3681, -2.4109)
H (-4.5143, 1.0081, -2.4824)
H (-2.8578, 2.8607, -2.2721)
H (-0.4342, 2.3310, -1.9236)
C (0.0833, -1.3866, 4.1394)
C (0.8446, -0.4226, 3.2698)
O (2.2285, -0.7477, 3.3260)
C (0.3527, -0.4045, 1.8306)
N (1.3217, 0.3501, 1.0535)
H (-0.9852, -1.1447, 4.1477)
H (0.2063, -2.4088, 3.7603)
H (0.4426, -1.3621, 5.1711)
H (0.6968, 0.5968, 3.6611)
H (2.6354, -0.3910, 2.5115)
H (0.2995, -1.4319, 1.4443)
H (-0.6553, 0.0380, 1.7930)
H (0.9206, 0.6895, 0.1886)
H (1.6197, 1.1599, 1.5971)

Computed properties:
Maximum force (eV/Å): 2.22
Charge: +1
HOMO (eV): -12.63
LUMO (eV): -5.82
Energy relative to the best compared isomer or geometry (same formula, charge and spin) (kcal/mol): 30.05
Calculated total energy (eV): -17275.8816
HOMO-LUMO gap (eV): 6.82

=====

# 5
The following is a quantum chemistry calculation of an isolated ion of composition C11H18NO3 and charge +1 at a distorted geometry, from OMol25.

Cartesian coordinates (Å):
C (1.5480, 1.4477, -0.1332)
C (1.9297, -0.1104, 1.6318)
C (2.7412, 1.0527, -0.6898)
C (3.1196, -0.4941, 1.0620)
C (1.0516, 0.7941, 1.0448)
C (3.4938, -0.0574, -0.2112)
C (-4.5228, 1.7482, -0.0611)
C (0.1089, -2.7115, -0.9389)
C (-0.2931, 1.0224, 1.4638)
C (-3.2307, 1.2524, -0.5718)
C (-1.1289, -1.9033, -0.4535)
N (4.5470, -0.6129, -0.8799)
O (-2.6472, 0.7952, 0.5805)
O (-0.9209, -1.0339, 0.7007)
O (-1.0799, 0.3045, 0.4935)
H (1.0163, 2.3200, -0.3472)
H (1.8053, -0.7460, 2.5116)
H (2.9678, 1.6557, -1.5008)
H (3.6233, -1.4211, 1.4254)
H (-4.8015, 1.0469, 0.7101)
H (-4.3461, 2.8080, 0.4241)
H (-5.1121, 1.8014, -0.9342)
H (0.9698, -2.1197, -1.2352)
H (0.4474, -3.3684, -0.1780)
H (-0.1619, -3.2671, -1.8278)
H (-0.6358, 2.1459, 1.3552)
H (-0.7056, 0.9147, 2.5253)
H (-2.5562, 2.0465, -1.0380)
H (-3.5075, 0.3442, -1.1689)
H (-1.7878, -2.6277, -0.1011)
H (-1.5723, -1.3613, -1.2297)
H (4.7370, -0.2359, -1.7704)
H (4.9039, -1.4296, -0.6579)

Computed properties:
Maximum force (eV/Å): 5.92
Charge: +1
HOMO (eV): -11.30
LUMO (eV): -5.26
Energy relative to the best compared isomer or geometry (same formula, charge and spin) (kcal/mol): 222.28
Calculated total energy (eV): -19316.2593
HOMO-LUMO gap (eV): 6.04

=====

# 6
The following is a quantum chemistry calculation of the molecule C11H18O3Si at a distorted geometry, from OMol25.

Cartesian coordinates (Å):
O (-0.8382, 1.4195, 0.1127)
O (-0.7921, 0.9830, -2.6691)
O (1.4544, 0.5799, -1.2267)
C (0.3046, -0.6896, 3.9029)
C (-0.4287, -1.7976, 3.5048)
C (1.0925, -0.0374, 2.9843)
C (-0.4372, -2.2090, 2.1599)
C (1.1396, -0.4583, 1.6882)
C (0.3908, -1.5565, 1.2675)
C (-0.2829, 2.6831, 0.2416)
C (-2.1558, 0.8456, -2.8402)
C (1.9388, 1.0174, -2.4721)
C (0.4371, -2.0118, -0.1583)
C (-0.6033, -1.3193, -0.9825)
Si (-0.2392, 0.5114, -1.1620)
H (0.2236, -0.3856, 4.9310)
H (-1.0214, -2.3439, 4.2000)
H (1.5795, 0.8808, 3.2913)
H (-1.0826, -3.0044, 1.8026)
H (1.6599, 0.1043, 0.9439)
H (0.7429, 2.5885, 0.5424)
H (-0.3802, 3.2454, -0.7140)
H (-0.8881, 3.1658, 0.9963)
H (-2.4136, -0.2161, -2.8304)
H (-2.4681, 1.2508, -3.8146)
H (-2.6979, 1.3766, -2.0379)
H (1.9039, 2.1215, -2.4975)
H (2.9682, 0.6840, -2.5797)
H (1.3356, 0.6190, -3.3042)
H (0.3038, -3.0986, -0.2335)
H (1.4427, -1.7855, -0.5369)
H (-1.5558, -1.4730, -0.5198)
H (-0.6329, -1.6903, -1.9900)

Computed properties:
Maximum force (eV/Å): 2.80
HOMO (eV): -8.87
SMILES: CO[Si](CCc1ccccc1)(OC)OC
LUMO (eV): 0.86
Energy relative to the best compared isomer or geometry (same formula, charge and spin) (kcal/mol): 7.60
Calculated total energy (eV): -25721.8115
HOMO-LUMO gap (eV): 9.74